(1)
{
  "formula": "C43H117N17O17",
  "method": "ωB97M-V/def2-TZVPD",
  "species": ["C", "C", "C", "O", "C", "N", "H", "H", "H", "H", "H", "H", "H", "H", "H", "H", "H", "C", "C", "C", "O", "C", "N", "H", "H", "H", "H", "H", "H", "H", "H", "H", "H", "H", "C", "O", "C", "C", "N", "C", "C", "O", "C", "H", "H", "H", "H", "H", "H", "H", "H", "H", "H", "H", "H", "H", "H", "H", "C", "O", "C", "C", "N", "C", "C", "O", "C", "H", "H", "H", "H", "H", "H", "H", "H", "H", "H", "H", "H", "H", "H", "H", "C", "O", "C", "C", "N", "C", "C", "O", "C", "H", "H", "H", "H", "H", "H", "H", "H", "H", "H", "H", "H", "H", "H", "H", "C", "O", "C", "C", "N", "C", "C", "O", "C", "H", "H", "H", "H", "H", "H", "H", "H", "H", "H", "H", "H", "H", "H", "H", "C", "O", "C", "C", "N", "C", "C", "O", "C", "H", "H", "H", "H", "H", "H", "H", "H", "H", "H", "H", "H", "H", "H", "H", "C", "O", "N", "N", "H", "H", "H", "H", "C", "O", "N", "N", "H", "H", "H", "H", "C", "O", "N", "N", "H", "H", "H", "H", "C", "O", "N", "N", "H", "H", "H", "H", "C", "O", "N", "N", "H", "H", "H", "H"],
  "coordinates": [[-2.35935, -7.35930, 1.57545], [-2.62909, -7.44778, 0.08931], [-2.41558, -6.14274, -0.69702], [-3.24751, -5.15247, -0.07649], [-2.67974, -3.85719, -0.16975], [-1.72894, -8.50524, -0.35150], [-1.39011, -6.96518, 1.88096], [-2.48229, -8.26444, 2.17018], [-3.03125, -6.71954, 2.14761], [-3.63028, -7.87703, 0.05090], [-2.79728, -6.40444, -1.68389], [-1.35144, -5.90724, -0.68154], [-2.57418, -3.66507, -1.23748], [-1.81048, -3.62477, 0.44544], [-3.44553, -3.17004, 0.19007], [-1.07085, -8.00530, -0.93208], [-2.26291, -9.10393, -0.96513], [1.07691, -0.61929, 0.25559], [0.32804, 0.63998, -0.26471], [-1.16365, 0.47887, -0.42041], [-1.45610, -0.45614, -1.44775], [-2.87202, -0.62974, -1.74866], [0.60447, 1.92143, 0.41598], [0.64276, -0.93799, 1.20324], [2.16350, -0.54101, 0.21968], [0.78591, -1.45609, -0.37938], [0.68573, 0.68239, -1.29347], [-1.60387, 1.47389, -0.48550], [-1.52012, 0.13223, 0.54958], [-3.43108, 0.29098, -1.91551], [-3.50077, -1.04279, -0.95989], [-3.07349, -1.28907, -2.59293], [-0.28975, 2.33699, 0.63457], [0.99561, 2.48802, -0.32299], [2.92936, 4.35739, -3.11437], [2.41390, 3.71059, -4.30222], [0.99831, 3.83002, -4.44865], [0.36245, 5.27319, -4.33629], [-1.07187, 5.22537, -4.29789], [-1.70349, 6.54356, -4.24053], [-1.87852, 7.11591, -5.56349], [-2.88629, 6.70189, -6.39550], [-2.47426, 5.98210, -7.58977], [2.78436, 5.43552, -3.18304], [4.00244, 4.21397, -2.98776], [2.53433, 3.98568, -2.16892], [0.49056, 3.03041, -3.90930], [0.79908, 3.51956, -5.47433], [0.64972, 5.70841, -5.29345], [0.90555, 5.88871, -3.61915], [-1.42935, 4.65025, -3.54853], [-1.15027, 7.01834, -3.43019], [-2.69616, 6.35719, -3.83070], [-0.96861, 7.26552, -6.14468], [-2.22009, 8.12443, -5.33044], [-1.65521, 6.53225, -8.05301], [-3.31796, 5.77452, -8.24793], [-2.10855, 5.04326, -7.17393], [-6.50713, 3.53272, 2.44762], [-6.40225, 2.08510, 2.33195], [-5.96717, 1.36018, 3.51688], [-4.60115, 0.62930, 3.27587], [-3.45560, 1.43093, 3.02648], [-3.05114, 2.26420, 4.15783], [-2.25860, 3.54302, 3.69327], [-1.53409, 4.19679, 4.72280], [-2.27785, 5.05603, 5.47883], [-6.98487, 4.09774, 1.64723], [-5.48667, 3.89695, 2.56639], [-7.19325, 3.84836, 3.23356], [-6.70905, 0.59002, 3.72797], [-5.87092, 2.00465, 4.39066], [-4.81210, 0.10108, 2.34604], [-4.45804, 0.05675, 4.19228], [-3.36611, 1.89095, 2.13178], [-2.53548, 1.65007, 4.89610], [-3.88767, 2.81899, 4.58269], [-2.86761, 4.35900, 3.30417], [-1.51134, 3.25817, 2.95262], [-2.87126, 5.78286, 4.92414], [-1.43120, 5.54702, 5.95863], [-2.74011, 4.50677, 6.29904], [1.95705, -4.84268, 1.65688], [3.16349, -4.65161, 0.90591], [4.31153, -4.06960, 1.57842], [4.18276, -2.63853, 1.87587], [5.55315, -2.07890, 2.14411], [6.35769, -1.75171, 0.95098], [7.85948, -1.59177, 1.31699], [8.00580, -0.45801, 2.19117], [8.32673, 0.78337, 1.60906], [1.39608, -3.95964, 1.96290], [2.26743, -5.44116, 2.51338], [1.29314, -5.38267, 0.98180], [5.17524, -4.32749, 0.96556], [4.64585, -4.60181, 2.46898], [3.53345, -2.49672, 2.73980], [3.71879, -2.24575, 0.97113], [5.44076, -1.28018, 2.75199], [5.99321, -0.89639, 0.38205], [6.35216, -2.60601, 0.27404], [8.54535, -1.51662, 0.47317], [8.05496, -2.57186, 1.75208], [7.92422, 1.67485, 2.09005], [7.93966, 0.89562, 0.59630], [9.41659, 0.79860, 1.60089], [3.08716, 0.65774, -6.59184], [2.98805, -0.11087, -5.34739], [3.15838, 0.66513, -4.14022], [3.49570, -0.26338, -2.97690], [4.68123, -0.97793, -3.52722], [5.15801, -2.12299, -2.80502], [4.18046, -3.27190, -2.52648], [3.60806, -3.78492, -3.75110], [3.31309, -5.15233, -3.66199], [2.26247, 0.47635, -7.28111], [3.93766, 0.54667, -7.26446], [2.99663, 1.72301, -6.37947], [2.27053, 1.27823, -3.98552], [4.01931, 1.31008, -4.31611], [2.71786, -0.99301, -2.75169], [3.74292, 0.14310, -1.99621], [4.20835, -1.31112, -4.35515], [5.81180, -1.92408, -1.95584], [5.86509, -2.55520, -3.51307], [3.40941, -3.04654, -1.78973], [4.85316, -3.97507, -2.03545], [4.15098, -5.74824, -4.02383], [2.45236, -5.40024, -4.28311], [3.22215, -5.42153, -2.60967], [4.58942, -6.12463, 8.05860], [4.10758, -5.22026, 7.08083], [2.68669, -5.33181, 6.97105], [2.21038, -4.37418, 5.85466], [0.84535, -4.60264, 5.39440], [0.06256, -3.47611, 4.87079], [-1.19985, -4.01751, 4.11234], [-2.21669, -2.96193, 3.85673], [-1.76610, -1.73990, 3.45694], [3.97621, -6.17885, 8.95811], [5.63803, -5.90690, 8.26134], [4.46239, -7.12327, 7.64065], [2.09504, -5.20024, 7.87700], [2.49203, -6.33537, 6.59281], [2.85563, -4.37734, 4.97616], [2.32805, -3.33853, 6.17353], [0.39744, -5.50735, 5.36322], [0.67410, -2.79584, 4.27805], [-0.23308, -2.84923, 5.71206], [-1.79952, -4.70164, 4.71272], [-1.07164, -4.61011, 3.20654], [-1.21097, -1.24178, 4.25181], [-2.68176, -1.16109, 3.33588], [-1.20676, -1.78640, 2.52256], [-4.48878, 2.85192, -4.63094], [-5.59554, 2.46094, -4.71277], [-4.23157, 4.12921, -4.70594], [-3.40694, 2.12738, -4.41042], [-5.07709, 4.50073, -5.11481], [-3.34884, 4.61317, -4.78747], [-2.53254, 2.56506, -4.66332], [-3.46228, 1.11915, -4.43317], [-6.58231, -1.06818, -3.05900], [-6.60631, -2.16784, -2.58974], [-7.13888, -0.01109, -2.51245], [-5.83225, -0.51049, -3.90671], [-6.96327, 0.93194, -2.82863], [-7.62764, -0.17151, -1.64327], [-5.25102, -1.16854, -4.40594], [-6.07641, 0.44125, -4.14056], [-4.14753, 3.14228, -0.31648], [-3.55491, 3.48016, 0.75980], [-3.80584, 3.63242, -1.49740], [-5.19876, 2.34705, -0.25894], [-4.34043, 3.33717, -2.30185], [-3.04172, 4.29277, -1.48455], [-5.61369, 2.48744, 0.65113], [-5.43888, 1.67539, -0.97400], [3.84031, 1.03991, 3.29592], [3.33763, 0.19095, 4.00010], [5.11721, 1.24606, 3.30512], [3.28680, 1.85072, 2.46704], [5.43437, 1.95347, 2.65775], [5.73042, 0.82586, 3.98886], [2.31979, 1.65181, 2.25391], [3.92161, 2.35926, 1.86829], [-0.37874, 5.19277, -0.26830], [-0.53755, 4.63127, -1.37613], [-1.24308, 5.30850, 0.71454], [0.64957, 6.00671, -0.05823], [-1.82607, 4.48381, 0.70361], [-1.10828, 5.81874, 1.57569], [1.18151, 6.46071, -0.78695], [0.60471, 6.32344, 0.89978]],
  "lowdin_charge": [-0.09, -0.44, -0.18, -0.18, -0.10, 0.03, 0.07, 0.07, 0.07, 0.14, 0.12, 0.12, 0.09, 0.08, 0.08, 0.06, 0.07, -0.04, -0.41, -0.21, -0.15, -0.09, 0.08, 0.06, 0.06, 0.07, 0.12, 0.11, 0.12, 0.05, 0.07, 0.08, 0.04, 0.06, -0.14, -0.22, -0.20, -0.22, -0.08, -0.23, -0.30, -0.20, -0.06, 0.05, 0.07, 0.07, 0.10, 0.11, 0.11, 0.08, 0.07, 0.11, 0.11, 0.12, 0.12, 0.08, 0.08, 0.07, -0.09, -0.23, -0.17, -0.23, -0.06, -0.17, -0.20, -0.22, -0.17, 0.09, 0.08, 0.08, 0.11, 0.10, 0.12, 0.12, 0.07, 0.12, 0.09, 0.10, 0.11, 0.09, 0.09, 0.09, -0.09, -0.21, -0.24, -0.20, -0.02, -0.21, -0.19, -0.21, -0.13, 0.07, 0.08, 0.08, 0.11, 0.12, 0.12, 0.10, 0.07, 0.10, 0.09, 0.11, 0.11, 0.07, 0.08, 0.08, -0.07, -0.20, -0.20, -0.17, -0.06, -0.21, -0.21, -0.18, -0.12, 0.07, 0.08, 0.07, 0.10, 0.12, 0.10, 0.11, 0.08, 0.10, 0.11, 0.11, 0.11, 0.08, 0.09, 0.08, -0.12, -0.18, -0.21, -0.19, -0.09, -0.20, -0.14, -0.20, -0.15, 0.08, 0.09, 0.08, 0.12, 0.11, 0.10, 0.12, 0.11, 0.10, 0.11, 0.11, 0.10, 0.09, 0.06, 0.08, -0.83, 0.06, 0.19, 0.20, 0.13, 0.07, 0.11, 0.10, -0.82, 0.07, 0.14, 0.16, 0.09, 0.12, 0.13, 0.08, -0.67, -0.06, 0.21, 0.19, 0.08, 0.10, 0.06, 0.10, -0.84, 0.02, 0.15, 0.18, 0.09, 0.12, 0.09, 0.08, -0.80, -0.05, 0.16, 0.10, 0.05, 0.07, 0.04, 0.02],
  "spin_multiplicity": 2,
  "charge": -1,
  "homo_energy_ev": [0.14, -6.55],
  "homo_lumo_gap_ev": [1.7924, 8.4611],
  "e_tot_ha": -3918.0860,
  "fmax_ev_per_a": 7.9
}

***

(2)
{
  "formula": "C29H57Br3ClO14P2S7",
  "method": "ωB97M-V/def2-TZVPD",
  "species": ["C", "C", "Br", "C", "Br", "C", "O", "P", "Cl", "P", "S", "O", "C", "Br", "H", "H", "H", "H", "H", "H", "H", "H", "H", "C", "C", "C", "S", "O", "O", "C", "H", "H", "H", "H", "H", "H", "H", "H", "C", "C", "C", "S", "O", "O", "C", "H", "H", "H", "H", "H", "H", "H", "H", "C", "C", "C", "S", "O", "O", "C", "H", "H", "H", "H", "H", "H", "H", "H", "C", "C", "C", "S", "O", "O", "C", "H", "H", "H", "H", "H", "H", "H", "H", "C", "C", "C", "S", "O", "O", "C", "H", "H", "H", "H", "H", "H", "H", "H", "C", "C", "C", "S", "O", "O", "C", "H", "H", "H", "H", "H", "H", "H", "H"],
  "coordinates": [[0.97405, 1.29486, -2.51942], [2.44841, 0.82226, -2.87446], [3.89756, 2.09991, -2.36208], [2.73535, -0.41387, -3.50233], [1.28696, -1.69034, -4.02430], [4.22367, -0.90365, -3.81110], [4.09104, -2.34369, -3.63185], [5.72741, -2.88558, -3.99064], [7.73562, -3.69424, -4.25855], [5.39328, -4.17329, -2.19089], [3.93568, -5.40964, -2.69233], [5.79269, -1.84406, -5.40980], [4.80930, -0.76311, -5.29636], [6.03088, 0.84277, -5.44194], [0.76066, 2.37959, -2.79200], [0.15908, 0.66554, -3.00935], [0.81341, 1.17246, -1.38617], [4.92512, -0.40883, -3.06877], [6.40258, -1.98294, -3.10105], [5.35466, -3.96836, -4.85339], [6.58310, -4.83272, -1.74962], [4.85128, -3.26041, -1.21016], [4.13111, -0.98461, -6.17951], [1.87136, -5.69939, 1.58878], [1.90303, -4.74600, 2.78543], [3.18737, -3.92202, 2.67998], [3.58316, -3.83281, 0.93567], [4.82081, -4.54443, 0.70865], [3.37276, -2.47993, 0.46769], [2.23330, -4.85307, 0.37467], [0.89305, -6.17047, 1.47154], [2.61409, -6.49151, 1.72810], [1.03435, -4.08113, 2.74464], [1.85746, -5.28495, 3.73302], [3.05189, -2.91327, 3.07175], [4.01909, -4.41033, 3.19025], [2.54822, -5.44479, -0.48558], [1.40952, -4.19221, 0.09577], [0.60512, 6.78659, -5.16887], [0.90012, 5.59582, -6.08399], [0.97558, 4.34723, -5.20307], [-0.07247, 4.67045, -3.78841], [0.75653, 4.73157, -2.60626], [-1.24766, 3.82987, -3.86354], [-0.52212, 6.33395, -4.25157], [0.32586, 7.67543, -5.73736], [1.49483, 7.02768, -4.57835], [0.08862, 5.48557, -6.81056], [1.82567, 5.73741, -6.64603], [0.61324, 3.46222, -5.72658], [1.98994, 4.17437, -4.83914], [-0.62577, 6.95304, -3.36220], [-1.46982, 6.28555, -4.78875], [-2.26762, -2.56877, 4.39046], [-3.07603, -3.38099, 3.37573], [-2.50309, -4.79961, 3.36335], [-1.81129, -5.07452, 4.99137], [-0.38032, -5.21912, 4.86500], [-2.62435, -6.04014, 5.69881], [-2.16087, -3.44593, 5.63143], [-2.74336, -1.61250, 4.61543], [-1.26990, -2.36432, 3.98925], [-4.12575, -3.41043, 3.68537], [-3.04111, -2.93368, 2.38050], [-3.27557, -5.54409, 3.16858], [-1.69788, -4.89968, 2.63357], [-1.36756, -3.13540, 6.31067], [-3.11397, -3.49392, 6.16272], [-5.65275, 8.49962, -3.53415], [-5.35944, 9.90239, -4.07097], [-3.92654, 10.25765, -3.66789], [-3.04412, 8.70564, -3.53819], [-2.66564, 8.50468, -2.15931], [-2.09188, 8.60722, -4.62257], [-4.43970, 7.65448, -3.90090], [-6.57081, 8.08753, -3.95703], [-5.76816, 8.53712, -2.44635], [-5.44530, 9.89983, -5.16218], [-6.06991, 10.63821, -3.68857], [-3.44240, 10.88698, -4.41480], [-3.89451, 10.74622, -2.69289], [-4.36896, 6.73142, -3.32613], [-4.42235, 7.43421, -4.97040], [4.78326, 3.62332, 2.46426], [5.08259, 2.44249, 1.53852], [5.16725, 1.18625, 2.40917], [4.12084, 1.49037, 3.82901], [4.95159, 1.54711, 5.01074], [2.95101, 0.64472, 3.75078], [3.66035, 3.15562, 3.38089], [4.49775, 4.51563, 1.90374], [5.67307, 3.86464, 3.05483], [4.27064, 2.33352, 0.81321], [6.00579, 2.59442, 0.97566], [4.80887, 0.30329, 1.87860], [6.18319, 1.01657, 2.76902], [3.55472, 3.76597, 4.27729], [2.71007, 3.10586, 2.84521], [-5.76779, -6.81804, 5.76412], [-7.02533, -6.29507, 6.46209], [-7.82079, -5.49114, 5.43122], [-7.41673, -6.18874, 3.83307], [-6.70502, -5.19363, 3.06330], [-8.57062, -6.88535, 3.31163], [-6.23997, -7.38773, 4.43309], [-5.25563, -7.57227, 6.36362], [-5.07091, -5.99325, 5.59186], [-7.62558, -7.14063, 6.81319], [-6.77959, -5.68421, 7.33331], [-8.89493, -5.57135, 5.59896], [-7.52285, -4.44152, 5.42610], [-5.43507, -7.51298, 3.70952], [-6.76907, -8.33251, 4.57448]],
  "lowdin_charge": [-0.15, -0.62, 0.64, -0.52, 0.70, -0.45, -0.49, 0.11, 0.03, 0.25, 0.03, -0.47, -0.61, 0.57, 0.03, 0.05, 0.10, 0.09, 0.00, -0.01, -0.06, -0.06, 0.13, -0.22, -0.24, -0.22, 0.63, -0.38, -0.34, -0.25, 0.11, 0.12, 0.10, 0.10, 0.10, 0.10, 0.02, 0.11, -0.22, -0.21, -0.22, 0.65, -0.33, -0.33, -0.26, 0.11, 0.12, 0.12, 0.12, 0.11, 0.11, 0.09, 0.09, -0.22, -0.21, -0.21, 0.67, -0.31, -0.34, -0.23, 0.12, 0.12, 0.11, 0.12, 0.10, 0.10, 0.11, 0.10, -0.22, -0.22, -0.22, 0.67, -0.31, -0.33, -0.23, 0.12, 0.12, 0.12, 0.11, 0.10, 0.11, 0.12, 0.11, -0.23, -0.22, -0.21, 0.66, -0.33, -0.33, -0.24, 0.12, 0.12, 0.09, 0.12, 0.11, 0.11, 0.10, 0.11, -0.23, -0.22, -0.23, 0.67, -0.33, -0.33, -0.23, 0.12, 0.09, 0.12, 0.11, 0.10, 0.10, 0.11, 0.11],
  "charge": -1,
  "homo_energy_ev": -4.29,
  "homo_lumo_gap_ev": 5.5635,
  "e_tot_ha": -13844.7615,
  "fmax_ev_per_a": 3.3
}